[1]
The following is a DFT calculation (wB97M-V/def2-TZVPD) of a structure of composition C28H44LaN2O4.

Properties
- HOMO-LUMO gap: 2.026 eV
- Multiplicity: 1
- Net charge: +3
- Calculated total energy: -41722.947 eV

Atoms and positions in Å:
C (-4.84047, -0.07519, 1.79067)
C (-4.18650, -0.50388, 3.24144)
C (-2.66765, -1.11215, 3.15554)
C (-2.49793, -1.97028, 1.74519)
N (-1.55715, -0.12185, 3.41425)
C (-1.74573, 1.30964, 2.97249)
O (-2.58078, 2.27992, 3.34889)
C (-0.58303, 1.58549, 1.85134)
C (-0.24517, 2.86569, 0.88577)
C (-1.19853, 4.19911, 0.90366)
C (-1.66357, 4.45286, -0.68259)
C (-2.45367, 3.11202, -1.21060)
C (-1.64323, 2.22766, -2.32817)
C (-1.83223, 0.58020, -2.11231)
C (-2.41365, -0.11977, -3.49366)
C (-2.94381, -1.67945, -3.23706)
O (-2.00070, -2.63318, -3.87224)
C (-1.48536, -3.61154, -2.89487)
C (1.07693, 2.80108, -0.11466)
C (2.11054, 1.49537, -0.19353)
C (3.46234, 1.46978, -1.17705)
C (3.36224, 2.52521, -2.43552)
C (4.33858, 1.96506, -3.65467)
N (5.24004, 2.87960, -4.50730)
O (4.39523, 0.64921, -4.00244)
C (1.76065, 0.16961, 0.76279)
C (2.65164, -1.20641, 0.76523)
C (3.57703, -1.43538, 2.09884)
C (3.58377, -3.05623, 2.40163)
C (3.91084, -3.98608, 1.07867)
C (4.80042, -3.37914, 3.49148)
C (0.44484, 0.31484, 1.72938)
C (-0.23824, -0.67966, 2.83874)
O (0.40603, -1.81821, 3.12777)
H (-5.26885, -1.08587, 1.32152)
H (-5.75450, 0.65295, 1.86227)
H (-4.00092, 0.28320, 1.03478)
H (-4.87464, -1.36816, 3.67034)
H (-4.31324, 0.40394, 3.98653)
H (-2.58862, -1.93036, 4.02135)
H (-1.70776, -2.85292, 1.89155)
H (-2.27850, -1.30195, 0.81020)
H (-3.53766, -2.53222, 1.57586)
H (-0.53089, 5.12263, 1.21300)
H (-2.19095, 4.09508, 1.51479)
H (-0.71234, 4.60306, -1.35386)
H (-2.34321, 5.43374, -0.71582)
H (-2.81902, 2.48160, -0.28005)
H (-3.44579, 3.50315, -1.74554)
H (-2.11495, 2.45810, -3.37557)
H (-0.49461, 2.44706, -2.40085)
H (-2.55394, 0.32934, -1.22265)
H (-0.78261, 0.09118, -1.85078)
H (-1.56195, -0.20220, -4.29269)
H (-3.27838, 0.53910, -3.95754)
H (-3.99225, -1.84569, -3.73144)
H (-3.07120, -1.92797, -2.08575)
H (-1.02412, -4.53719, -3.47826)
H (-0.67019, -3.09216, -2.21644)
H (-2.39156, -4.04130, -2.26753)
H (1.31379, 3.73392, -0.78015)
H (3.78584, 0.38134, -1.47770)
H (4.33907, 1.88108, -0.47875)
H (2.24782, 2.62033, -2.78294)
H (3.80348, 3.59765, -2.15402)
H (4.63281, 3.66429, -4.83497)
H (5.51337, 2.33779, -5.38034)
H (3.37934, -1.31691, -0.16866)
H (1.88113, -2.11087, 0.65703)
H (4.64235, -0.98963, 1.89968)
H (3.03116, -0.87035, 2.99389)
H (2.51983, -3.37006, 2.78973)
H (4.01719, -5.12606, 1.41647)
H (2.96886, -3.98376, 0.34477)
H (4.85842, -3.59156, 0.50443)
H (5.23386, -2.34428, 3.84367)
H (5.65464, -4.03360, 2.99996)
H (4.27982, -3.98265, 4.36843)
La (-6.14384, -1.71673, 2.62492)



[2]
The following is a DFT calculation (wB97M-V/def2-TZVPD) of a cluster of 3 separate species, C28H44N4O7 in total.

Properties
- ΔE to the lowest compared entry with this formula, charge and spin: 0.0 kJ/mol
- HOMO-LUMO gap: 7.905 eV
- Multiplicity: 1
- Net charge: 0
- Structure (SMILES): CCNCO[C@@H](COCCCN(CC)C(C)=O)CC(C)C.O=[N+]([O-])c1ccccc1.O=[N+]([O-])c1ccccc1
- Calculated total energy: -50027.492 eV

Atoms and positions in Å:
C (3.51366, 1.45345, -1.03205)
C (2.47913, 1.53831, 0.24303)
N (1.18522, 0.77220, 0.06403)
C (0.22322, 1.47663, -0.88496)
O (-0.74958, 0.62919, -1.55004)
C (-0.24730, -0.13304, -2.68917)
C (0.34508, 0.73395, -3.94388)
O (1.20729, -0.03129, -4.87610)
C (2.65295, 0.23855, -4.57589)
C (3.55495, -0.50281, -5.76907)
C (3.42228, -2.13856, -5.62102)
N (4.73927, -2.82128, -5.22446)
C (5.18863, -2.38604, -3.83774)
C (6.38663, -1.25879, -3.85253)
C (4.35259, -4.29920, -5.03462)
C (4.99227, -5.50818, -5.99528)
O (3.50942, -4.73049, -4.07377)
C (0.73606, -1.42001, -2.26502)
C (-0.15644, -2.51825, -1.37376)
C (-0.39096, -2.06144, 0.18152)
C (0.59335, -4.00573, -1.31218)
H (4.39280, 2.22778, -0.82075)
H (3.89163, 0.37725, -1.29279)
H (2.98375, 1.86474, -2.01923)
H (2.28179, 2.65234, 0.61847)
H (3.04540, 1.01525, 1.15498)
H (0.67337, 0.71876, 0.98929)
H (-0.40202, 2.21556, -0.18265)
H (0.87227, 2.17434, -1.55956)
H (-1.21117, -0.68496, -3.13698)
H (0.92694, 1.70553, -3.67231)
H (-0.59511, 1.08196, -4.59114)
H (2.99724, -0.20334, -3.54763)
H (2.90912, 1.38229, -4.61297)
H (4.66274, -0.10992, -5.81587)
H (3.01306, -0.19173, -6.78432)
H (3.03809, -2.57040, -6.66033)
H (2.58603, -2.33671, -4.80819)
H (4.20613, -2.01229, -3.28047)
H (5.58540, -3.33240, -3.24903)
H (6.19322, -0.44067, -3.00605)
H (6.54156, -0.75353, -4.90668)
H (7.39306, -1.81917, -3.58490)
H (5.21303, -6.40351, -5.24159)
H (4.14850, -5.78208, -6.78014)
H (5.97478, -5.12782, -6.51401)
H (1.72013, -1.08594, -1.72964)
H (1.08260, -2.04259, -3.22300)
H (-1.19969, -2.63873, -1.94042)
H (0.57708, -1.73157, 0.75654)
H (-1.24938, -1.23285, 0.21264)
H (-0.86109, -2.99546, 0.75382)
H (0.60943, -4.51449, -2.37202)
H (0.02844, -4.74045, -0.57900)
H (1.72446, -3.85204, -0.96667)
O (-0.13126, -0.65124, 3.10134)
N (-1.04500, -0.41828, 3.90664)
O (-1.11430, -0.89849, 5.04710)
C (-2.12050, 0.48395, 3.47797)
C (-2.10186, 1.02015, 2.18302)
C (-3.14029, 1.85845, 1.77274)
C (-4.18336, 2.16070, 2.64954)
C (-4.19395, 1.63370, 3.94211)
C (-3.16244, 0.79188, 4.36284)
H (-1.29628, 0.79420, 1.48780)
H (-3.13830, 2.27423, 0.76741)
H (-4.99375, 2.81030, 2.32320)
H (-5.00886, 1.87630, 4.62059)
H (-3.18688, 0.38666, 5.37227)
O (-4.88805, 3.76440, 5.30778)
N (-5.22531, 4.54616, 6.20934)
O (-4.87219, 5.73219, 6.27785)
C (-6.09836, 4.03014, 7.27046)
C (-6.49157, 2.68483, 7.25288)
C (-7.30227, 2.19373, 8.27805)
C (-7.71879, 3.03998, 9.30688)
C (-7.33431, 4.38188, 9.31625)
C (-6.52137, 4.88380, 8.29797)
H (-6.17537, 2.01250, 6.45831)
H (-7.60730, 1.14945, 8.27688)
H (-8.34622, 2.65110, 10.10707)
H (-7.66544, 5.03583, 10.11996)
H (-6.22774, 5.93117, 8.32133)



The records above give, respectively, HOMO values of -15.253 -8.953 eV.